C12H12BF9N5O10OsS5 | ωB97M-V/def2-TZVPD

The geometry in XYZ format:
```
55
Properties=species:S:1:pos:R:3:forces:R:3:lowdin_charge:R:1
Os 1.329 0.033 -0.398 0.0 -0.1 0.2 0.9748
C -0.451 2.265 3.717 0.1 0.1 0.0 -0.0226
N -0.960 1.054 3.103 0.1 -0.1 0.0 -0.1111
C -2.284 0.667 3.108 0.0 0.0 0.0 -0.0460
C -2.377 -0.405 2.295 0.0 -0.1 -0.1 -0.0579
N -1.122 -0.673 1.792 0.1 0.0 0.1 0.0011
B -0.820 -1.758 0.725 0.0 0.0 -0.1 -0.4876
N 0.262 -2.744 1.284 0.0 0.0 0.0 -0.0017
C 0.015 -3.533 2.387 0.0 0.0 0.0 -0.0531
C 1.124 -4.251 2.658 0.0 0.0 0.0 -0.0479
N 2.060 -3.895 1.707 0.0 0.0 0.0 -0.1300
C 3.416 -4.393 1.609 0.0 0.0 0.0 -0.0495
C 1.520 -2.972 0.875 0.0 0.0 0.0 -0.7242
S 2.394 -2.315 -0.447 -0.1 0.0 -0.1 0.6027
C -0.272 0.238 2.284 -0.2 0.0 0.1 -0.6843
S 1.418 0.381 1.908 -0.1 0.0 0.1 0.6101
H -0.809 2.326 4.743 0.0 0.0 0.0 0.0928
H -0.800 3.126 3.148 0.0 -0.1 0.1 0.0755
H 0.634 2.233 3.708 0.0 0.0 0.0 0.0599
H -3.032 1.222 3.643 0.0 0.0 0.0 0.1263
H -3.232 -0.979 1.988 0.0 0.0 0.0 0.1235
H -1.837 -2.365 0.526 0.0 0.0 0.0 0.0918
H -0.424 -1.247 -0.322 0.0 0.0 0.0 0.0407
H -0.939 -3.510 2.883 0.0 0.0 0.0 0.1241
H 1.336 -4.976 3.423 0.0 0.0 0.0 0.1134
H 3.590 -5.076 2.437 0.0 0.0 0.0 0.0863
H 4.120 -3.565 1.657 0.0 0.0 0.0 0.0852
H 3.562 -4.916 0.665 0.0 0.0 0.0 0.0848
F -0.857 4.298 -1.716 0.0 0.0 0.0 0.1453
C -1.148 4.456 -0.433 0.0 0.1 0.0 -0.6752
F -0.022 4.748 0.233 -0.1 0.0 0.0 0.1290
F -1.984 5.492 -0.308 0.0 0.0 0.0 0.1274
S -1.884 2.932 0.299 -0.2 0.0 -0.1 0.5953
O -0.817 1.965 0.284 0.1 0.0 -0.1 -0.3408
O -2.350 3.374 1.587 0.0 0.1 -0.1 -0.2951
N -3.064 2.674 -0.697 0.0 0.0 0.0 -0.2871
S -3.470 1.287 -1.325 0.0 0.1 -0.1 0.5819
O -2.980 0.137 -0.622 0.0 0.0 0.0 -0.2843
O -4.846 1.335 -1.720 0.0 0.0 0.0 -0.2826
C -2.554 1.264 -2.926 0.0 0.0 0.0 -0.6685
F -2.757 0.090 -3.536 0.0 0.0 0.0 0.1289
F -1.246 1.421 -2.740 -0.2 0.1 0.0 0.1248
F -2.988 2.235 -3.737 0.0 0.0 0.0 0.1296
F 0.747 -2.386 -3.596 0.0 0.0 0.0 0.1868
C 1.211 -1.627 -4.575 0.0 -0.1 0.0 -0.6890
F 1.660 -2.423 -5.545 0.0 0.0 0.0 0.1789
F 0.220 -0.888 -5.063 0.0 0.0 0.0 0.1970
C 2.067 0.166 -3.311 -0.4 0.2 -0.2 -0.5989
O 3.028 1.007 -3.385 0.2 -0.2 0.3 -0.0018
O 1.046 0.194 -2.634 0.6 -0.2 0.2 -0.0589
O 3.489 1.239 -0.923 -0.1 0.1 -0.3 -0.3918
S 3.287 2.181 -2.016 0.0 -0.1 0.2 0.4964
O 4.456 2.820 -2.514 0.0 0.0 -0.1 -0.2551
O 2.051 2.893 -1.990 0.0 0.0 0.0 -0.2612
O 2.284 -0.856 -4.196 0.0 0.1 -0.2 0.1919
```
Forces are in eV/Å.

Properties
- HOMO (spin up / spin down) (eV) = -4.8 / -5.7
- HOMO-LUMO gap (spin up / spin down) (eV) = 6.9 / 7.8
- spin multiplicity = 5
- ⟨S²⟩ = 6.01
- net charge = -1
- E_tot (eV) = -122345.2688

C24H45CrN7O2SSb | ωB97M-V/def2-TZVPD

The geometry in XYZ format:
```
81
Properties=species:S:1:pos:R:3:forces:R:3:lowdin_charge:R:1
Cr 0.949 -1.044 0.286 -0.2 -0.2 0.1 0.6310
C 2.437 -2.201 1.584 0.1 -0.4 0.1 -0.1618
C 2.661 -2.620 0.257 0.0 -0.2 0.3 -0.1463
C 1.488 -3.262 -0.201 0.1 0.0 0.0 -0.1565
C 0.539 -3.238 0.842 0.1 -0.1 0.1 -0.1324
C 1.114 -2.578 1.948 0.2 -0.2 0.0 -0.1570
H 3.190 -1.873 2.277 -0.1 0.3 -0.1 0.1042
H 3.606 -2.591 -0.258 0.0 0.2 -0.1 0.1114
H 1.369 -3.770 -1.144 -0.1 0.2 -0.1 0.0824
H -0.428 -3.712 0.829 -0.1 0.2 -0.2 0.1259
H 0.710 -2.550 2.946 -0.1 0.3 0.0 0.1184
N 3.277 -0.301 -1.853 0.1 0.0 0.1 0.0497
N 2.472 0.405 -2.755 -0.1 -0.2 -0.2 -0.0177
C 1.112 0.284 -2.623 0.0 0.2 0.2 -0.4493
N 0.358 0.692 -3.641 -0.1 0.0 0.0 0.2171
N 0.618 -0.102 -1.468 0.3 -0.2 -0.2 -0.0329
N -0.750 -0.322 -1.344 -0.7 0.8 -0.2 -0.5211
O -1.619 0.346 -1.956 0.0 -0.1 0.3 -0.0715
O -0.955 -0.697 -0.059 0.4 -0.1 0.1 -0.2680
H 4.135 0.216 -1.711 -0.1 0.1 0.1 0.0978
H 3.506 -1.221 -2.215 0.0 0.0 0.0 0.0962
H 2.792 0.462 -3.713 0.0 0.0 0.0 0.1494
H 0.744 0.818 -4.559 0.0 0.0 0.0 0.1251
H -0.646 0.661 -3.476 0.0 0.0 -0.1 0.0942
C -5.286 -3.716 -0.935 0.1 0.0 0.0 -0.0021
C -4.340 -3.855 -2.082 -0.1 0.0 0.1 -0.2687
C -4.632 -4.492 -3.247 -0.1 -0.1 -0.2 0.0238
C -3.654 -4.500 -4.268 0.1 0.1 0.2 -0.2985
N -2.477 -3.923 -4.123 -0.1 -0.1 0.0 0.1056
C -2.162 -3.330 -2.951 0.2 0.1 0.0 -0.7680
S -0.682 -2.626 -2.627 0.0 -0.9 -0.6 0.7669
N -3.113 -3.304 -1.953 -0.1 0.0 -0.2 0.1074
C -3.914 -5.181 -5.573 0.0 0.0 0.0 -0.0168
H -6.237 -4.186 -1.170 0.0 0.0 0.0 0.0875
H -5.460 -2.660 -0.719 0.0 0.0 0.0 0.0971
H -4.875 -4.182 -0.038 0.0 0.0 0.0 0.0944
H -5.593 -4.961 -3.391 0.0 0.0 0.0 0.1199
H -2.858 -2.803 -1.111 0.0 0.0 0.0 0.1407
H -4.919 -5.596 -5.619 0.0 0.0 0.0 0.0784
H -3.185 -5.980 -5.710 0.0 0.0 0.0 0.0934
H -3.770 -4.474 -6.390 0.0 0.0 0.0 0.0920
C -2.053 1.381 2.209 0.0 -0.1 0.1 -0.1090
C -0.700 1.551 2.898 0.3 0.0 -0.2 -0.6642
C -0.395 0.315 3.741 0.0 0.1 0.0 -0.1213
C -0.726 2.795 3.777 0.0 -0.1 0.0 -0.0954
Sb 0.896 1.565 1.333 0.2 0.3 0.5 1.6923
C 2.822 2.050 2.360 -0.4 0.1 -0.1 -0.6766
C 3.363 0.751 2.948 0.0 0.1 0.0 -0.1370
C 3.809 2.556 1.308 0.0 0.0 0.1 -0.1205
C 2.674 3.082 3.476 0.1 -0.1 -0.1 -0.1069
C 0.468 3.338 0.035 0.1 -0.3 0.1 -0.6531
C -0.828 3.083 -0.721 0.0 0.0 0.0 -0.1034
C 1.603 3.524 -0.972 0.0 0.0 0.0 -0.1097
C 0.318 4.591 0.890 0.0 0.0 0.0 -0.0969
H -2.794 1.094 2.965 0.0 0.1 0.0 0.0949
H -2.037 0.605 1.446 0.0 0.0 0.0 0.0550
H -2.394 2.314 1.761 0.0 0.0 0.0 0.0705
H -1.187 0.179 4.486 0.0 0.0 0.0 0.0967
H 0.552 0.410 4.278 0.0 0.0 0.0 0.0716
H -0.366 -0.581 3.120 0.0 0.0 0.1 0.0457
H -1.519 2.673 4.524 0.0 0.0 0.0 0.0976
H -0.952 3.694 3.210 0.0 0.0 0.0 0.0612
H 0.206 2.952 4.312 0.0 0.0 0.0 0.0539
H 3.708 0.091 2.154 0.0 0.0 0.0 0.0548
H 2.626 0.225 3.558 0.0 0.0 0.0 0.0642
H 4.221 0.984 3.588 0.0 0.0 0.0 0.0986
H 3.760 1.978 0.382 0.1 0.0 0.0 0.0611
H 4.826 2.474 1.706 0.0 0.0 0.0 0.0948
H 3.636 3.605 1.075 0.0 0.0 0.0 0.0702
H 2.166 2.659 4.343 0.0 0.0 0.0 0.0698
H 2.136 3.974 3.162 0.0 0.0 0.1 0.0604
H 3.673 3.394 3.802 0.0 0.0 0.0 0.0959
H -0.742 2.261 -1.426 0.0 0.0 0.0 0.0458
H -1.078 3.984 -1.293 0.0 0.0 0.0 0.1011
H -1.665 2.868 -0.059 0.0 0.0 0.0 0.0642
H 1.883 2.592 -1.466 0.0 0.0 0.0 0.0515
H 2.487 3.958 -0.515 0.0 0.0 0.0 0.0585
H 1.262 4.220 -1.746 0.0 0.0 0.0 0.0962
H -0.617 4.583 1.448 0.0 0.0 0.0 0.0673
H 0.296 5.463 0.227 0.0 0.0 0.0 0.0983
H 1.141 4.730 1.589 0.0 0.1 0.0 0.0607
```
Forces are in eV/Å.

Properties
- HOMO (spin up / spin down) (eV) = -9.2 / -10.0
- HOMO-LUMO gap (spin up / spin down) (eV) = 6.0 / 7.7
- spin multiplicity = 5
- ⟨S²⟩ = 6.10
- net charge = +1
- E_tot (eV) = -85928.7799